1.
{
  "formula": "C17H32IrN3O16P2Si",
  "method": "wB97M-V/def2-TZVPD",
  "species": ["Ir", "O", "C", "O", "C", "C", "N", "N", "C", "C", "O", "O", "H", "H", "H", "O", "P", "O", "O", "O", "P", "O", "O", "O", "H", "H", "O", "N", "C", "C", "C", "C", "O", "Si", "O", "O", "C", "C", "C", "C", "O", "C", "C", "C", "C", "H", "H", "H", "H", "H", "H", "H", "H", "H", "H", "H", "H", "H", "H", "H", "H", "H", "H", "H", "H", "H", "H", "H", "H", "H", "H", "H"],
  "positions_angstrom": [[-0.93157, 0.82312, 0.12666], [-0.76256, 2.87094, 5.80342], [-1.14936, 3.84270, 4.99263], [-1.47583, 4.93174, 5.38651], [-1.16664, 3.54047, 3.53127], [-1.51549, 4.45232, 2.55689], [-1.45115, 3.83097, 1.37533], [-1.08307, 2.55402, 1.52901], [-0.91011, 2.36167, 2.82452], [-0.54371, 0.97097, 3.18623], [-0.28152, 0.66554, 4.33735], [-0.54646, 0.16508, 2.16926], [-0.54351, 2.03513, 5.32818], [-1.79171, 5.49031, 2.66101], [-1.68016, 4.12175, 0.43450], [-4.10685, 2.51036, -2.11027], [-2.67939, 1.93400, -1.77058], [-2.77162, 0.57263, -1.03558], [-1.88610, 2.91616, -0.97910], [-2.01095, 1.66045, -3.18063], [-0.64833, 0.72362, -3.21736], [-1.26607, -0.72703, -3.40628], [0.21748, 1.10564, -4.31664], [-0.04975, 0.81861, -1.77454], [-4.66666, 1.89120, -2.61439], [-1.70076, -1.08101, -2.61364], [-0.72953, -1.98684, -0.80685], [-0.35822, -1.24482, 0.01843], [4.32315, -2.72800, -2.90095], [2.98592, -2.07130, -2.60111], [2.07353, -2.15350, -3.80937], [3.17923, -0.62576, -2.16109], [2.34090, -2.85608, -1.55238], [2.01754, -2.68010, 0.00202], [0.93318, -1.33096, 0.31074], [1.35916, -4.00770, 0.62180], [0.70676, -5.26056, 0.26561], [-0.79430, -5.03568, 0.22084], [1.21937, -5.75997, -1.07862], [1.06680, -6.22764, 1.37838], [3.20231, -2.10902, 0.92242], [4.33972, -2.70180, 1.59192], [5.49502, -1.73682, 1.40597], [4.67888, -4.06496, 0.98821], [3.97209, -2.84954, 3.05914], [4.78532, -2.24608, -3.76705], [4.18132, -3.78813, -3.12402], [5.00195, -2.63201, -2.04703], [2.45978, -1.53168, -4.62193], [1.07706, -1.78888, -3.55598], [1.99450, -3.18954, -4.15222], [3.75122, -0.08121, -2.91589], [3.71654, -0.58033, -1.20774], [2.21213, -0.12815, -2.04281], [-1.04014, -4.28670, -0.52845], [-1.15727, -4.69335, 1.19572], [-1.30538, -5.96677, -0.03744], [0.93968, -5.06904, -1.87738], [0.79745, -6.74545, -1.29208], [2.31101, -5.83558, -1.06399], [0.79375, -5.80163, 2.34722], [2.14128, -6.42882, 1.37596], [0.53351, -7.17263, 1.24344], [5.75602, -1.66038, 0.34728], [6.37108, -2.08352, 1.95847], [5.21493, -0.74468, 1.76726], [4.82741, -3.98059, -0.09302], [3.86536, -4.77295, 1.17163], [5.59426, -4.45566, 1.43797], [3.74368, -1.87128, 3.49278], [4.79559, -3.30599, 3.61492], [3.08651, -3.48594, 3.15102]],
  "atomic_forces_ev_per_a": [[-0.4, 1.5, 0.3], [0.0, 0.2, 0.1], [0.0, 0.1, -0.1], [0.0, 0.0, 0.0], [0.0, -0.2, 0.3], [0.0, 0.2, -0.2], [0.1, -0.2, 0.2], [-0.2, 0.3, 0.0], [0.0, 0.0, -0.1], [0.1, -0.2, -0.1], [0.0, 0.0, -0.1], [0.0, 0.0, -0.1], [0.0, -0.2, -0.1], [0.0, -0.1, 0.0], [-0.1, 0.1, -0.2], [-0.2, -0.4, -0.2], [-0.4, 0.1, -0.1], [0.2, 0.2, 0.2], [-0.1, 0.0, -0.1], [0.2, -0.2, 0.2], [0.2, 0.1, 0.1], [0.0, -0.1, 0.2], [0.1, 0.0, -0.1], [-0.3, -0.2, 0.1], [0.2, 0.3, 0.2], [0.0, 0.1, -0.1], [-1.2, -1.1, -0.8], [2.0, -0.5, -0.3], [0.1, -0.1, 0.1], [0.0, 0.0, 0.0], [-0.1, 0.0, -0.1], [-0.2, 0.0, 0.2], [0.0, 0.2, -0.3], [-0.1, -0.2, 0.2], [-0.1, 0.2, 0.6], [-0.2, 0.0, -0.1], [0.2, 0.1, -0.1], [-0.1, 0.1, 0.2], [0.1, 0.2, 0.0], [0.1, -0.1, 0.1], [0.2, 0.0, 0.0], [0.0, -0.2, 0.0], [0.0, 0.1, -0.1], [-0.2, 0.1, -0.1], [-0.2, 0.0, 0.0], [0.0, -0.1, 0.1], [0.0, 0.1, 0.0], [0.0, 0.0, -0.1], [0.0, -0.1, 0.1], [0.0, 0.0, 0.0], [0.0, 0.1, 0.0], [-0.1, 0.0, 0.1], [0.0, 0.0, -0.1], [0.1, 0.0, 0.0], [-0.1, 0.0, 0.0], [0.0, 0.0, -0.1], [0.0, 0.1, 0.0], [0.0, -0.1, 0.0], [0.0, 0.1, 0.0], [-0.1, 0.0, 0.0], [0.0, -0.1, -0.1], [-0.1, 0.0, 0.0], [0.1, 0.1, 0.0], [0.0, 0.0, 0.1], [0.0, 0.0, 0.0], [0.0, -0.1, 0.0], [0.0, 0.0, 0.1], [0.1, 0.0, 0.0], [-0.1, 0.0, 0.0], [0.0, -0.1, 0.0], [-0.1, 0.1, 0.0], [0.1, 0.1, 0.0]],
  "mulliken_charge": [1.76, -0.51, 0.37, -0.58, 0.37, -0.32, 0.04, -0.43, -0.16, 1.01, -0.84, -0.56, 0.45, 0.55, 0.28, -0.55, 0.91, -0.72, -0.74, -0.32, 0.96, -0.50, -0.68, -0.80, 0.34, 0.42, -0.49, 0.47, -1.72, 1.76, -1.48, -1.00, 1.17, -1.54, 0.17, 0.12, 1.82, -1.51, -1.62, -1.71, -0.06, 1.61, -1.68, -0.99, -1.67, 0.46, 0.30, 0.25, 0.44, 0.18, 0.32, 0.56, 0.13, -0.05, 0.17, 0.35, 0.48, 0.25, 0.53, 0.30, 0.36, 0.37, 0.45, 0.30, 0.46, 0.32, 0.18, -0.05, 0.53, 0.36, 0.45, 0.23],
  "spin_multiplicity": 5,
  "max_force_ev_per_a": 2.12,
  "total_charge": 0,
  "relative_energy_kcal_mol": 0.0,
  "orbital_gap_ev": [8.46, 7.56],
  "e_homo_ev": [-9.707, -10.622]
}

2.
{
  "formula": "C38H42AsFeN6O2PTe",
  "method": "wB97M-V/def2-TZVPD",
  "species": ["Fe", "O", "N", "C", "C", "C", "C", "C", "C", "C", "P", "C", "C", "C", "C", "C", "C", "C", "C", "C", "C", "C", "C", "H", "H", "H", "H", "H", "H", "H", "H", "H", "H", "H", "H", "H", "H", "H", "H", "N", "C", "C", "C", "C", "C", "N", "H", "H", "H", "H", "H", "H", "C", "C", "C", "C", "C", "C", "Te", "C", "C", "C", "H", "H", "H", "H", "H", "H", "H", "H", "H", "H", "H", "N", "C", "N", "C", "N", "C", "As", "C", "C", "O", "H", "H", "H", "H", "H", "H", "H", "H", "H"],
  "positions_angstrom": [[1.35075, -0.40020, 0.02795], [3.94334, 1.18673, 0.30952], [2.78633, 1.55266, -0.33982], [2.60937, 2.80649, -0.32510], [1.53778, 3.45243, -1.10376], [1.75168, 4.79186, -1.42889], [0.86657, 5.47923, -2.24210], [-0.26174, 4.83511, -2.72506], [-0.50041, 3.51338, -2.38398], [0.38788, 2.80468, -1.58096], [-0.09167, 1.10687, -1.09126], [-0.72124, 0.37300, -2.62657], [-1.70582, -0.61253, -2.57445], [-2.08055, -1.29021, -3.72465], [-1.45951, -1.00518, -4.93407], [-0.46116, -0.04290, -4.98985], [-0.08944, 0.64117, -3.84010], [-1.55241, 1.48251, -0.06113], [-2.83391, 1.65560, -0.57617], [-3.90177, 1.89648, 0.27842], [-3.69725, 1.98028, 1.64787], [-2.41536, 1.85018, 2.16663], [-1.35124, 1.59993, 1.31539], [4.00729, 0.23734, 0.05983], [3.32999, 3.44179, 0.18918], [2.63556, 5.29074, -1.04715], [1.05657, 6.51486, -2.49317], [-0.96174, 5.36353, -3.35942], [-1.39535, 3.02265, -2.74751], [-2.16660, -0.86344, -1.62757], [-2.84504, -2.05466, -3.67305], [-1.74840, -1.53925, -5.83075], [0.03410, 0.17102, -5.92909], [0.68440, 1.39967, -3.89267], [-3.01100, 1.57485, -1.64225], [-4.89751, 2.01643, -0.13081], [-4.53597, 2.14296, 2.31387], [-2.25066, 1.92164, 3.23526], [-0.35278, 1.49265, 1.72105], [2.75364, -2.63860, 1.77533], [2.87765, -1.49576, 2.52231], [3.59044, -1.51441, 3.73078], [3.70719, -0.35854, 4.45978], [3.11559, 0.81518, 3.98914], [2.41550, 0.74839, 2.81479], [2.26888, -0.37771, 2.09142], [3.34767, -3.40964, 2.02562], [2.62817, -2.53818, 0.77565], [4.05694, -2.43583, 4.05631], [4.26415, -0.35820, 5.38806], [3.20438, 1.75093, 4.52255], [1.91730, 1.62885, 2.42148], [-6.19418, -1.02865, 4.72143], [-4.91129, -1.07505, 3.93085], [-4.90345, -1.43431, 2.58699], [-3.72120, -1.54961, 1.86553], [-3.76353, -1.90244, 0.40186], [-2.51336, -1.30785, 2.52117], [-0.68905, -1.83245, 1.58086], [-2.48936, -0.87438, 3.84666], [-1.20725, -0.53961, 4.57805], [-3.69708, -0.77181, 4.53246], [-7.04891, -1.29847, 4.10306], [-6.36743, -0.03314, 5.13399], [-6.14755, -1.72499, 5.55994], [-5.84518, -1.64005, 2.08730], [-4.76736, -2.19253, 0.09411], [-3.08301, -2.72868, 0.16687], [-3.46350, -1.03812, -0.19681], [-0.35483, -0.44836, 3.89744], [-0.96632, -1.31158, 5.31318], [-1.31108, 0.40345, 5.11788], [-3.68067, -0.45881, 5.57363], [0.58654, -1.98657, -0.98144], [0.25922, -2.81947, -1.73809], [-0.18075, -3.64811, -2.57405], [0.22755, -4.84859, -2.94808], [0.54073, -5.89504, -3.33492], [2.59570, -2.03364, -3.59542], [3.78243, -1.12465, -2.40778], [4.00977, 0.65255, -3.08802], [5.49817, -1.96435, -2.44042], [3.23866, -1.13526, -0.81819], [2.98079, -1.96933, -4.61296], [1.61858, -1.55890, -3.53473], [2.51049, -3.07581, -3.29528], [4.44889, 0.58978, -4.08415], [4.66860, 1.21179, -2.42760], [3.04153, 1.14600, -3.13938], [5.90651, -1.95285, -3.45021], [5.39626, -2.98934, -2.09368], [6.15533, -1.41765, -1.76886]],
  "atomic_forces_ev_per_a": [[-1.1, -0.6, -0.6], [0.4, 0.0, -0.1], [0.2, -0.1, 0.5], [-0.3, 0.3, -0.2], [-0.1, 0.0, 0.1], [0.0, 0.0, 0.0], [0.0, 0.0, 0.0], [0.0, 0.0, 0.0], [0.0, 0.0, 0.0], [0.3, -0.1, 0.1], [-0.2, -0.5, 0.2], [0.1, 0.0, -0.1], [0.0, 0.0, -0.1], [0.0, 0.0, 0.0], [0.0, 0.0, 0.0], [0.0, 0.0, 0.0], [0.0, 0.1, 0.0], [0.0, -0.1, 0.1], [0.0, -0.1, 0.0], [0.0, 0.0, 0.0], [0.0, 0.0, 0.0], [0.0, 0.1, 0.0], [-0.1, 0.2, -0.1], [-0.1, 0.0, 0.2], [0.1, 0.0, -0.1], [0.0, 0.0, 0.0], [0.0, 0.0, 0.0], [0.0, 0.0, 0.0], [0.0, 0.0, 0.0], [0.0, 0.0, -0.1], [0.0, 0.0, 0.0], [0.0, 0.0, 0.0], [0.0, 0.0, 0.0], [0.0, 0.0, 0.0], [0.0, 0.0, 0.0], [0.0, 0.0, 0.0], [0.0, 0.0, 0.0], [0.0, 0.0, -0.1], [0.0, -0.1, 0.1], [-0.1, 0.2, -0.1], [0.0, 0.0, 0.0], [0.1, 0.0, 0.1], [0.0, -0.1, 0.0], [0.0, 0.0, 0.1], [-0.3, 0.0, 0.0], [0.6, -0.4, -0.4], [0.0, 0.0, 0.1], [0.0, 0.1, 0.0], [0.0, 0.0, 0.0], [0.0, 0.0, 0.0], [0.0, 0.0, 0.0], [0.1, 0.0, 0.0], [0.1, 0.0, -0.1], [0.0, 0.0, 0.0], [0.0, 0.1, 0.0], [-0.1, -0.1, -0.1], [0.0, 0.0, 0.1], [0.2, 0.1, 0.0], [0.0, 0.0, -0.1], [0.1, 0.0, 0.2], [-0.2, -0.1, -0.1], [0.1, 0.1, 0.0], [0.0, 0.0, 0.0], [0.0, 0.0, 0.0], [0.0, 0.0, 0.0], [0.0, 0.0, 0.0], [0.0, 0.0, 0.0], [0.0, 0.0, 0.0], [-0.1, -0.1, 0.1], [0.0, 0.1, 0.1], [0.0, 0.0, 0.0], [0.0, 0.0, 0.0], [0.0, 0.0, 0.0], [0.5, 0.9, 0.4], [0.2, -0.6, 0.1], [-0.5, 0.0, -0.3], [0.3, 0.1, 0.3], [-0.1, 0.3, 0.1], [0.0, 0.0, 0.0], [-0.1, -0.1, -0.2], [0.0, 0.0, 0.0], [0.0, 0.0, 0.0], [-0.1, 0.4, 0.3], [0.0, 0.0, 0.0], [0.0, 0.0, -0.1], [0.0, 0.0, 0.0], [0.0, 0.0, 0.0], [0.0, 0.0, 0.0], [0.0, 0.0, 0.0], [0.0, 0.0, 0.0], [0.0, 0.0, 0.0], [0.1, 0.0, 0.0]],
  "mulliken_charge": [1.64, -0.63, 0.67, -1.34, 0.89, -0.94, -0.83, -0.89, -0.58, 0.62, 2.08, 0.53, -0.67, -0.28, -0.80, -0.79, -0.97, 0.83, -0.32, -0.82, -0.70, -0.34, -0.67, 0.33, 0.49, 0.47, 0.43, 0.47, 0.33, 0.15, 0.51, 0.41, 0.48, 0.37, 0.27, 0.44, 0.43, 0.56, -0.10, -0.20, 0.42, -1.07, -0.46, -1.14, -0.41, 0.49, 0.29, 0.00, 0.43, 0.45, 0.51, 0.31, -1.56, 0.68, -1.07, 0.51, -1.40, 0.52, 0.75, 0.64, -1.28, -0.82, 0.37, 0.34, 0.37, 0.31, 0.44, 0.29, 0.25, -0.11, 0.40, 0.42, 0.43, -0.39, 0.31, -0.57, 0.48, -0.60, -0.61, 0.50, -0.88, -1.22, -0.51, 0.49, -0.27, 0.37, 0.50, 0.38, 0.02, 0.43, 0.37, 0.38],
  "spin_multiplicity": 2,
  "max_force_ev_per_a": 1.37,
  "total_charge": 1,
  "relative_energy_kcal_mol": 54.2,
  "orbital_gap_ev": [7.41, 6.09],
  "e_homo_ev": [-10.211, -10.085]
}

3.
{
  "formula": "C4H4MnO12",
  "method": "wB97M-V/def2-TZVPD",
  "species": ["Mn", "O", "C", "O", "O", "H", "O", "C", "O", "O", "H", "O", "C", "O", "O", "H", "O", "C", "O", "O", "H"],
  "positions_angstrom": [[-0.52102, 0.27636, 0.18734], [-1.84370, 2.00577, 3.47118], [-1.40200, 1.39146, 2.32657], [-1.12952, 2.06727, 1.30621], [-1.40541, 0.13585, 2.27233], [-2.29749, 1.27087, 3.90279], [3.30867, -0.96625, 1.72462], [2.41039, -0.72797, 0.70602], [2.75210, -1.13537, -0.42559], [1.42227, -0.01723, 0.99387], [3.97860, -1.48769, 1.26797], [2.10908, 0.91868, -2.58446], [0.85192, 1.47574, -2.61743], [0.56824, 2.22984, -3.55194], [0.08694, 1.12436, -1.66677], [2.12583, 0.39288, -1.76406], [-2.98665, -2.34344, -1.50937], [-2.13296, -1.42741, -0.98446], [-2.51962, -0.29715, -0.62212], [-0.92125, -1.74591, -0.82684], [-2.45442, -3.14065, -1.60586]],
  "atomic_forces_ev_per_a": [[0.4, 0.0, -1.0], [-0.1, -0.1, -0.2], [-0.4, -0.6, -2.1], [0.3, 0.9, 1.1], [-0.1, -0.1, 1.2], [0.2, 0.1, 0.3], [0.0, -0.3, 0.5], [0.0, 0.9, -1.8], [-0.1, -0.2, 0.6], [0.1, -0.4, 0.7], [0.1, 0.0, 0.0], [0.0, 0.1, 0.1], [-0.6, 0.1, 0.0], [0.4, -0.1, 0.0], [-0.1, 0.1, 0.3], [0.2, -0.3, -0.1], [-0.5, 0.0, -0.1], [1.9, 1.3, 1.1], [-1.5, -0.4, -0.5], [-0.3, -1.1, -0.3], [0.2, 0.1, -0.1]],
  "mulliken_charge": [0.95, -0.50, 0.99, -0.68, -0.69, 0.31, -0.50, 0.70, -0.77, -0.57, 0.30, -0.54, 0.62, -0.75, -0.57, 0.32, -0.51, 0.98, -0.66, -0.73, 0.31],
  "spin_multiplicity": 6,
  "max_force_ev_per_a": 2.58,
  "total_charge": -2,
  "relative_energy_kcal_mol": 0.0,
  "orbital_gap_ev": [7.15, 7.64],
  "e_homo_ev": [-1.818, -2.312]
}